Formula: C46H36BrHfN8O7SSe
Source: the OMol25 dataset
Level of theory: ωB97M-V with the def2-TZVPD basis set

Cartesian coordinates (Å):
Hf 1.293 0.370 -0.716
C 5.060 -2.241 0.378
O 4.546 -2.491 -0.952
C 3.418 -1.807 -1.055
N 3.057 -1.083 -0.069
C 4.115 -1.177 0.969
C 3.544 -1.459 2.348
C 4.038 -2.460 3.173
C 3.500 -2.652 4.440
C 2.469 -1.848 4.893
C 1.989 -0.828 4.084
C 2.527 -0.630 2.824
C 2.577 -2.038 -2.238
C 2.954 -2.919 -3.240
C 2.056 -3.175 -4.264
C 0.821 -2.549 -4.245
C 0.546 -1.661 -3.213
N 1.400 -1.407 -2.229
C -0.695 -0.885 -3.170
N -0.926 0.045 -2.328
C -2.144 0.736 -2.832
C -2.688 -0.243 -3.889
O -1.576 -1.125 -4.137
C -3.199 1.219 -1.865
C -4.479 1.450 -2.369
C -5.458 2.029 -1.577
C -5.167 2.406 -0.275
C -3.899 2.173 0.233
C -2.920 1.580 -0.553
H 6.085 -1.896 0.290
H 5.026 -3.188 0.915
H 4.620 -0.211 0.989
H 4.859 -3.089 2.852
H 3.902 -3.430 5.077
H 2.049 -2.005 5.878
H 1.201 -0.176 4.441
H 2.200 0.205 2.221
H 3.926 -3.389 -3.199
H 2.314 -3.858 -5.061
H 0.082 -2.721 -5.013
H -1.762 1.637 -3.327
H -2.964 0.235 -4.824
H -3.519 -0.841 -3.513
H -4.721 1.197 -3.396
H -6.446 2.194 -1.987
H -5.929 2.871 0.336
H -3.659 2.475 1.245
H -1.938 1.405 -0.145
Br -3.865 -6.587 -1.171
C -3.539 -5.754 0.501
C -3.109 -6.517 1.576
C -2.836 -5.893 2.779
C -2.941 -4.507 2.899
C -3.429 -3.764 1.821
C -3.738 -4.388 0.626
N -2.671 -3.961 4.171
N -2.212 -2.828 4.349
C -1.663 -2.001 3.359
C -1.970 -0.659 3.431
C -1.465 0.265 2.516
C -0.612 -0.121 1.505
O -0.081 0.733 0.639
C -0.281 -1.499 1.395
N 0.494 -1.853 0.333
C 0.852 -3.117 0.245
C 0.590 -4.071 1.232
C -0.184 -3.721 2.305
C -0.738 -2.430 2.360
H -3.010 -7.589 1.477
H -2.514 -6.469 3.638
H -3.591 -2.699 1.932
H -4.126 -3.816 -0.205
H -2.648 -0.341 4.214
H -1.730 1.312 2.597
H 1.402 -3.422 -0.635
H 1.011 -5.062 1.136
H -0.356 -4.425 3.107
O 4.706 0.959 -0.899
S 3.486 1.657 -1.166
O 3.647 3.006 -1.631
O 2.559 1.644 0.071
O 2.623 0.836 -2.116
C -1.640 5.249 -1.931
N -0.275 5.384 -1.463
C 0.648 4.400 -1.401
Se 0.268 2.611 -1.783
N 1.803 4.930 -0.992
C 1.653 6.290 -0.793
C 2.530 7.278 -0.368
C 2.019 8.556 -0.233
C 0.680 8.844 -0.516
C -0.191 7.864 -0.957
C 0.321 6.582 -1.092
H -1.927 4.202 -1.865
H -1.716 5.577 -2.969
H -2.302 5.852 -1.314
H 2.657 4.364 -1.009
H 3.566 7.055 -0.152
H 2.666 9.354 0.106
H 0.318 9.854 -0.384
H -1.226 8.087 -1.182

## Properties
Kohn-Sham gap	6.4	eV
charge	+1
LUMO level	-3.5	eV
energy relative to the best compared isomer or geometry (same formula, charge and spin)	0.0	kcal per mole

Formula: C46H37N5O7S2Sn
Source: the OMol25 dataset
Level of theory: ωB97M-V with the def2-TZVPD basis set

Cartesian coordinates (Å):
Sn -0.946 -1.918 -0.139
C -1.506 2.779 -2.173
O -1.731 2.788 -0.737
C -1.505 1.518 -0.342
N -1.026 0.690 -1.168
C -0.799 1.439 -2.429
C -1.297 0.774 -3.689
C -1.446 1.561 -4.831
C -1.892 1.003 -6.020
C -2.202 -0.351 -6.081
C -2.051 -1.141 -4.951
C -1.589 -0.580 -3.765
C -1.867 1.227 1.073
C -2.572 2.155 1.826
C -2.993 1.789 3.092
C -2.716 0.512 3.548
C -1.974 -0.327 2.733
N -1.524 0.032 1.535
C -1.710 -1.733 3.126
N -1.026 -2.558 2.452
C -1.013 -3.826 3.230
C -2.092 -3.580 4.291
O -2.266 -2.136 4.280
C -1.221 -5.037 2.349
C -2.086 -6.065 2.708
C -2.290 -7.143 1.855
C -1.635 -7.201 0.635
C -0.737 -6.199 0.289
C -0.521 -5.136 1.150
H -0.920 3.655 -2.436
H -2.477 2.819 -2.663
H 0.283 1.579 -2.517
H -1.216 2.623 -4.798
H -2.010 1.629 -6.897
H -2.570 -0.783 -7.005
H -2.306 -2.195 -4.973
H -1.482 -1.215 -2.899
H -2.806 3.121 1.405
H -3.557 2.480 3.704
H -3.070 0.157 4.506
H -0.034 -3.902 3.708
H -1.806 -3.875 5.294
H -3.045 -4.028 4.024
H -2.614 -6.036 3.655
H -2.975 -7.931 2.144
H -1.827 -8.018 -0.048
H -0.215 -6.237 -0.658
H 0.214 -4.382 0.895
S 1.929 -1.221 1.647
C 2.372 0.205 0.934
N 2.537 1.346 1.627
C 2.798 2.633 0.994
C 3.600 2.447 -0.248
N 2.911 1.493 -1.113
C 2.994 1.757 -2.546
C 2.393 3.098 -2.907
C 2.981 3.884 -3.890
C 2.401 5.087 -4.277
C 1.227 5.520 -3.679
C 0.635 4.744 -2.688
C 1.214 3.541 -2.308
C 2.502 0.300 -0.620
S 2.066 -0.969 -1.569
C 2.439 1.422 3.090
C 3.799 1.589 3.725
C 4.716 0.537 3.708
C 5.981 0.705 4.250
C 6.347 1.923 4.817
C 5.439 2.970 4.844
C 4.170 2.802 4.297
H 3.348 3.253 1.701
H 1.853 3.133 0.761
H 4.608 2.092 -0.013
H 3.679 3.397 -0.771
H 2.459 0.961 -3.052
H 4.036 1.696 -2.874
H 3.902 3.553 -4.360
H 2.872 5.688 -5.044
H 0.774 6.456 -3.980
H -0.281 5.077 -2.212
H 0.751 2.937 -1.533
H 1.946 0.520 3.435
H 1.809 2.281 3.332
H 4.428 -0.414 3.271
H 6.685 -0.119 4.236
H 7.337 2.051 5.237
H 5.714 3.919 5.289
H 3.456 3.620 4.328
O -6.710 -3.378 -2.287
C -5.614 -3.133 -1.871
C -5.252 -2.110 -0.790
O -6.014 -1.364 -0.215
C -3.807 -2.230 -0.635
C -3.260 -3.177 -1.480
O -1.989 -3.393 -1.481
C -4.302 -3.784 -2.328
O -4.173 -4.597 -3.211
O -3.035 -1.543 0.170

## Properties
Kohn-Sham gap	6.2	eV
charge	0
LUMO level	-0.9	eV
energy relative to the best compared isomer or geometry (same formula, charge and spin)	29.8	kcal per mole